[1]
C41H28F6HgIN4O7PS4 | ωB97M-V with the def2-TZVPD basis set

The HOMO-LUMO gap (spin up / spin down) comes out at 3.57 / 6.37 eV. Its spin multiplicity is 2. The expectation value of S² is 0.7732. Its charge is -1. As for the LUMO energy (spin up / spin down): 1.58 / 1.58 eV.

Last column: Löwdin spin population.
Element x y z (Å)
Hg 0.4928 1.0023 0.0394  0.000
F 0.1241 6.7909 1.7897  0.000
C 0.5420 5.5527 2.0972  0.000
F 1.0861 5.6009 3.3130  0.000
F 1.4848 5.2187 1.2244  0.000
S -0.9446 4.4188 2.0366  0.000
O -0.4590 3.0938 2.2832  0.000
O -1.8291 4.9746 3.0069  0.000
N -1.4720 4.6619 0.5597  0.000
S -1.0119 3.7200 -0.6215  0.000
O -2.0421 2.8558 -1.1072  0.000
O 0.3125 3.1296 -0.4529  0.000
C -0.7752 4.9810 -1.9695  0.000
F -0.4017 4.4192 -3.1126  0.000
F -1.9250 5.6279 -2.2004  0.000
F 0.1300 5.8839 -1.6070  0.000
I 2.6791 1.2919 1.9994  -0.004
C 2.5711 0.0529 3.7865  0.060
C 3.7384 0.1619 4.5386  0.085
C 3.8825 -0.5110 5.7366  0.035
C 2.8572 -1.3196 6.1757  0.096
C 1.6752 -1.4721 5.4252  0.011
C 0.6802 -2.3392 5.9339  0.209
C -0.5341 -2.4957 5.2866  0.050
C -0.7613 -1.8048 4.1213  0.156
C 0.2082 -0.9458 3.5361  0.145
P -0.5033 -0.2715 2.0079  0.051
C -0.9973 -1.8456 1.1988  0.014
C 0.0399 -2.5206 0.5559  0.003
C -0.2014 -3.7113 -0.1063  0.001
C -1.4862 -4.2384 -0.1367  0.001
C -2.5203 -3.5732 0.5036  0.002
C -2.2807 -2.3825 1.1766  0.002
C -2.0497 0.5209 2.5686  0.013
C -2.2428 0.8780 3.8986  0.004
C -3.3508 1.6221 4.2693  0.002
C -4.2601 2.0434 3.3117  0.001
C -4.0588 1.7144 1.9804  0.003
C -2.9565 0.9641 1.6077  0.002
C 1.4808 -0.7531 4.1816  0.023
H 4.5332 0.7945 4.1706  0.006
H 4.7892 -0.3923 6.3144  0.000
H 2.9327 -1.8488 7.1171  0.003
H 0.8828 -2.8765 6.8509  0.013
H -1.3009 -3.1464 5.6866  -0.002
H -1.7252 -1.9087 3.6443  0.010
H 1.0397 -2.1004 0.5767  0.001
H 0.6117 -4.2168 -0.6083  0.000
H -1.6781 -5.1681 -0.6564  0.000
H -3.5242 -3.9795 0.4787  0.000
H -3.0938 -1.8594 1.6683  0.000
H -1.5160 0.5822 4.6422  0.002
H -3.4933 1.8885 5.3080  0.000
H -5.1007 2.6612 3.5985  0.000
H -4.7516 2.0598 1.2245  0.000
H -2.7815 0.7596 0.5588  0.000
O 2.2159 -1.2483 -1.8221  0.000
C 2.6599 -0.1173 -1.9295  0.000
N 2.1454 0.9628 -1.2910  0.000
S 2.9360 2.3628 -1.6445  0.000
O 2.2063 3.2079 -2.5507  0.000
O 3.4537 2.9593 -0.4456  0.000
C 4.2077 1.5740 -2.6272  0.000
C 5.2775 2.1072 -3.3126  0.000
C 5.9990 1.2655 -4.1501  0.000
C 5.6343 -0.0686 -4.3008  0.000
C 4.5623 -0.5950 -3.5955  0.000
C 3.8510 0.2435 -2.7542  0.000
H 5.5383 3.1502 -3.1967  0.000
H 6.8458 1.6508 -4.7023  0.000
H 6.1920 -0.6967 -4.9834  0.000
H 4.2638 -1.6296 -3.6915  0.000
S -2.8028 -1.4115 -5.5856  0.000
C -2.1308 -0.6696 -4.1157  0.000
C -1.0873 0.2473 -4.1832  0.000
C -0.4903 0.6742 -3.0147  0.000
N -0.8405 0.2292 -1.8036  0.000
C -1.8878 -0.5952 -1.7475  0.000
C -2.5697 -1.0523 -2.8531  0.000
C -2.4294 -3.1087 -5.1460  0.000
C -1.2378 -3.6884 -5.5606  0.000
C -0.9571 -4.9786 -5.1423  0.000
N -1.7517 -5.6873 -4.3456  0.000
C -2.8826 -5.1149 -3.9466  0.000
C -3.2778 -3.8436 -4.3267  0.000
H -0.7460 0.6188 -5.1389  0.000
H 0.3069 1.4079 -3.0530  0.000
H -2.2008 -0.9173 -0.7657  0.000
H -3.4137 -1.7125 -2.7297  0.000
H -0.5543 -3.1450 -6.1971  0.000
H -0.0482 -5.4764 -5.4597  0.000
H -3.5083 -5.7148 -3.2952  0.000
H -4.2243 -3.4361 -4.0033  0.000

***

[2]
C16H17N | ωB97M-V with the def2-TZVPD basis set

The HOMO-LUMO gap comes out at 8.79 eV. As for the LUMO energy: 0.90 eV. Its SMILES is Cc1c[nH]c2ccccc12.Cc1ccccc1.

Last column: natural (NBO) charge in e.
Element x y z (Å)
C -4.6228 -0.5034 -1.1169  -0.630
C -4.1690 -1.0354 0.2211  -0.078
C -4.3589 -2.2652 0.7621  -0.033
N -3.4599 -2.4944 1.7775  -0.527
C -2.6928 -1.3661 1.9519  0.142
C -1.7205 -1.0573 2.9069  -0.247
C -1.2800 0.2457 2.9562  -0.208
C -1.6828 1.2139 2.0129  -0.250
C -2.5868 0.8734 1.0388  -0.177
C -3.0813 -0.4467 0.9709  -0.104
H -4.0189 0.3455 -1.4232  0.219
H -5.6556 -0.1509 -1.0971  0.215
H -4.5839 -1.3043 -1.8466  0.220
H -5.0416 -3.0344 0.4383  0.208
H -3.5671 -3.1400 2.5409  0.407
H -1.2912 -1.8159 3.5459  0.214
H -0.4976 0.5135 3.6564  0.210
H -1.3056 2.2240 2.1238  0.213
H -3.0767 1.5922 0.3940  0.208
C 5.7120 1.8881 -2.0894  -0.627
C 4.5178 1.1257 -1.5962  -0.018
C 3.6381 1.6644 -0.6571  -0.208
C 2.4793 0.9778 -0.3375  -0.206
C 2.1893 -0.2494 -0.9168  -0.230
C 3.0716 -0.8067 -1.8176  -0.192
C 4.2506 -0.1313 -2.1131  -0.221
H 5.9385 2.7480 -1.4639  0.214
H 5.5652 2.1866 -3.1306  0.221
H 6.5797 1.2292 -2.0874  0.215
H 3.8854 2.5967 -0.1639  0.206
H 1.7120 1.4796 0.2391  0.214
H 1.2180 -0.6832 -0.7023  0.217
H 2.9566 -1.8016 -2.2246  0.210
H 4.9787 -0.6181 -2.7524  0.205

***

[3]
C6H13N | ωB97M-V with the def2-TZVPD basis set

The HOMO-LUMO gap comes out at 9.33 eV. As for the LUMO energy: 0.85 eV. Its SMILES is C/C=C(\C)CCN.

Last column: natural (NBO) charge in e.
Element x y z (Å)
C 2.2498 -1.2417 -0.7344  -0.658
C 0.9153 -0.6348 -1.2913  -0.205
C 0.2160 0.2347 -0.5328  0.015
C 1.0371 1.3607 0.2288  -0.663
C -1.2786 0.5727 -0.5386  -0.475
C -2.1293 -0.3301 0.3662  -0.203
N -1.7361 -0.3199 1.8632  -0.871
H 2.1093 -1.8832 0.2406  0.223
H 2.8007 -1.8723 -1.4908  0.221
H 2.9559 -0.3859 -0.5457  0.217
H 0.3795 -1.0555 -2.2793  0.201
H 1.0712 2.3771 -0.1148  0.230
H 0.3990 1.5661 1.1707  0.196
H 2.0217 0.9031 0.5862  0.216
H -1.3447 1.4314 0.1386  0.208
H -1.6415 0.6731 -1.5940  0.227
H -3.1840 0.0514 0.3337  0.195
H -2.1233 -1.3562 -0.1434  0.191
H -0.7609 -0.6094 1.9085  0.361
H -1.9572 0.5189 2.4286  0.372

***

Short version: calculated total energy = -144474.89285, -18357.85975, -7920.11688 eV, in the order given.